# 1
Below is C2HBrCl2O as an isolated structure in a non-equilibrium geometry, with properties calculated with ωB97M-V/def2-TZVPD.

Last column: Mulliken charge in e.
Cartesian coordinates (Å):
1 C 1.418 -0.608 0.265  0.071
2 C -2.125 0.151 -0.429  -0.024
3 O 1.793 -0.048 1.205  -0.275
4 Cl 2.076 -0.017 -1.322  -0.170
5 Cl -1.325 1.293 -1.339  0.028
6 Br -2.510 0.677 1.333  -0.001
7 H 0.673 -1.448 0.287  0.369

Spin multiplicity: 1
Orbital gap, Ha: 0.2996
E_LUMO, eV: -1.344
Relative energy (zero: lowest compared OMol25 entry of this formula, charge and spin), kcal/mol: 63.9

=====

# 2
Below is a 2-piece molecular cluster, C2HBrCl3NO2 overall in a non-equilibrium geometry, with properties calculated with ωB97M-V/def2-TZVPD.

Last column: Mulliken charge in e.
Cartesian coordinates (Å):
1 C -0.206 0.322 -0.844  -0.939
2 C 1.202 0.156 -0.486  0.742
3 N -1.516 -0.215 1.201  0.751
4 O -1.735 -1.374 1.287  -0.359
5 O -1.378 0.765 1.839  -0.392
6 Cl 1.635 1.672 0.368  -0.122
7 Cl 1.425 -1.250 0.754  -0.128
8 Cl 2.385 -0.091 -1.761  -0.099
9 Br -1.055 -1.193 -1.555  0.004
10 H -0.756 1.209 -0.803  0.541

Spin multiplicity: 1
Orbital gap (alpha / beta), Ha: 0.2964 / 0.3059
E_LUMO (alpha / beta), eV: -1.156 / -1.560
Relative energy (zero: lowest compared OMol25 entry of this formula, charge and spin), kcal/mol: 47.4

=====

# 3
Below is a 2-piece molecular cluster, C2HBrCl4 overall in a non-equilibrium geometry, with properties calculated with ωB97M-V/def2-TZVPD.

Last column: Mulliken charge in e.
Cartesian coordinates (Å):
1 C -0.113 1.233 0.853  -0.071
2 C 0.247 -0.836 -0.722  0.057
3 Cl -1.434 1.653 0.092  -0.056
4 Cl -0.156 0.384 2.265  -0.061
5 Cl -0.954 -0.513 -1.876  -0.087
6 Cl 1.853 -1.073 -1.439  -0.137
7 Br -0.269 -2.278 0.454  -0.044
8 H 0.825 1.429 0.374  0.398

Spin multiplicity: 1
Orbital gap (alpha / beta), Ha: 0.3023 / 0.2571
E_LUMO (alpha / beta), eV: -0.483 / -1.145
Relative energy (zero: lowest compared OMol25 entry of this formula, charge and spin), kcal/mol: 48.2

=====

# 4
Below is a 2-piece molecular cluster, C2HBrF4S overall, with properties calculated with ωB97M-V/def2-TZVPD.

Last column: Mulliken spin population.
Cartesian coordinates (Å):
1 C -0.762 0.130 0.787  0.851
2 C 0.415 0.926 0.330  0.006
3 F -1.934 0.452 0.254  0.066
4 F 0.605 0.886 -0.994  0.004
5 F 0.336 2.238 0.647  0.022
6 F 1.528 0.464 0.909  0.005
7 S 0.655 -2.609 -2.839  0.889
8 Br -0.035 -2.211 -0.876  0.146
9 H -0.807 -0.277 1.782  0.012

Spin multiplicity: 3
Orbital gap (alpha / beta), Ha: 0.3307 / 0.2423
E_LUMO (alpha / beta), eV: -0.161 / -2.615
Expectation value of S²: 2.01